Record 1
Entry from the Open Molecules 2025 dataset: C35H34N4O3SSiZr as an isolated structure at a distorted geometry (wB97M-V/def2-TZVPD).

Results
- Orbital gap: 6.151 eV
- Energy: -68932.8680 eV

Structure (ORCA input):
```
! wB97M-V def2-TZVPD RIJCOSX def2/J DEFGRID3
* xyz 2 1
Zr -0.11 -0.15 0.93
C 1.77 -2.85 1.91
O 0.75 -2.31 1.07
C 0.13 -3.22 0.20
C 0.44 -4.57 0.10
C -0.26 -5.39 -0.77
C -1.28 -4.87 -1.55
C -1.62 -3.54 -1.44
C -0.92 -2.70 -0.57
N -1.24 -1.34 -0.40
N -2.30 -0.97 -1.07
C -2.89 0.21 -0.92
C -2.61 1.15 0.14
O -1.77 0.86 1.08
C -3.34 2.36 0.17
C -4.34 2.61 -0.72
C -4.75 1.65 -1.69
C -5.87 1.86 -2.51
C -6.28 0.89 -3.39
C -5.56 -0.30 -3.50
C -4.44 -0.52 -2.72
C -4.02 0.44 -1.80
H 1.41 -3.70 2.50
H 2.08 -2.05 2.58
H 2.62 -3.18 1.30
H 1.23 -5.02 0.69
H -0.02 -6.44 -0.83
H -1.82 -5.51 -2.24
H -2.44 -3.12 -2.01
H -3.07 3.07 0.94
H -4.88 3.55 -0.66
H -6.43 2.78 -2.39
H -7.16 1.04 -3.99
H -5.89 -1.07 -4.19
H -3.90 -1.44 -2.80
C 0.46 -1.43 5.38
Si -0.48 -0.56 3.96
C -1.51 -1.82 2.91
C -1.80 0.67 4.57
N 0.60 0.23 2.81
C 0.75 1.60 2.95
C 1.01 2.22 4.19
C 1.04 3.60 4.32
C 0.78 4.42 3.23
C 0.58 3.84 1.99
C 0.63 2.47 1.85
O 0.49 1.85 0.57
C 1.04 2.51 -0.53
C 2.15 3.35 -0.44
C 2.60 4.00 -1.58
C 1.98 3.80 -2.80
C 0.92 2.92 -2.89
C 0.44 2.27 -1.76
H -0.08 -2.30 5.71
H 0.54 -0.76 6.23
H 1.47 -1.73 5.12
H -2.41 -2.08 3.46
H -1.00 -2.76 2.70
H -1.86 -1.37 1.96
H -2.58 0.18 5.13
H -2.25 1.19 3.73
H -1.36 1.42 5.22
H 1.18 1.59 5.04
H 1.24 4.03 5.28
H 0.74 5.49 3.34
H 0.39 4.46 1.12
H 2.64 3.51 0.51
H 3.43 4.69 -1.49
H 2.32 4.34 -3.67
H 0.44 2.76 -3.85
H -0.42 1.61 -1.82
S 3.73 0.03 -1.94
C 4.10 0.24 -0.28
C 2.99 0.07 0.49
N 1.85 -0.24 -0.22
C 2.10 -0.28 -1.51
H 5.10 0.46 0.04
H 2.94 0.16 1.57
H 1.36 -0.51 -2.25
*
```

Record 2
Entry from the Open Molecules 2025 dataset: a 3-piece molecular cluster, C35H34O6Si overall (wB97M-V/def2-TZVPD).

Results
- Orbital gap: 8.508 eV
- Energy: -57010.1734 eV
- Relative energy (zero: lowest compared OMol25 entry of this formula, charge and spin): 0.0 kcal/mol
- SMILES: O=C1c2ccccc2C(=O)c2ccccc21.O=C1c2ccccc2C(=O)c2ccccc21.C[C@@H](O)C[SiH2]CCCCO

Structure (ORCA input):
```
! wB97M-V def2-TZVPD RIJCOSX def2/J DEFGRID3
* xyz 0 1
O 7.84 7.59 -4.42
C 7.39 6.65 -3.80
C 7.34 6.67 -2.30
C 7.81 7.79 -1.63
C 7.77 7.83 -0.25
C 7.27 6.75 0.47
C 6.81 5.63 -0.20
C 6.84 5.58 -1.58
C 6.34 4.36 -2.28
O 5.91 3.41 -1.65
C 6.36 4.36 -3.77
C 5.88 3.24 -4.44
C 5.89 3.21 -5.83
C 6.39 4.29 -6.54
C 6.88 5.40 -5.88
C 6.86 5.44 -4.49
H 8.19 8.62 -2.21
H 8.13 8.71 0.28
H 7.24 6.78 1.55
H 6.42 4.77 0.34
H 5.49 2.41 -3.86
H 5.51 2.34 -6.35
H 6.40 4.27 -7.63
H 7.27 6.26 -6.41
O -6.47 -2.97 3.54
C -6.24 -4.13 3.81
C -6.41 -4.65 5.19
C -6.87 -3.79 6.18
C -7.03 -4.25 7.48
C -6.73 -5.57 7.79
C -6.27 -6.43 6.81
C -6.10 -5.98 5.51
C -5.60 -6.92 4.47
O -5.32 -8.07 4.75
C -5.46 -6.41 3.08
C -5.01 -7.27 2.09
C -4.87 -6.82 0.79
C -5.18 -5.50 0.47
C -5.64 -4.64 1.45
C -5.77 -5.09 2.76
H -7.10 -2.77 5.91
H -7.40 -3.58 8.25
H -6.86 -5.93 8.81
H -6.02 -7.46 7.03
H -4.78 -8.29 2.36
H -4.52 -7.49 0.02
H -5.07 -5.14 -0.54
H -5.87 -3.61 1.22
C 3.48 1.52 -0.39
C 2.44 0.39 -0.49
O 2.07 -0.11 0.80
C 1.14 0.83 -1.15
Si -0.16 -0.52 -1.26
C -1.58 0.02 -2.37
C -2.91 -0.69 -2.08
C -3.73 0.04 -1.02
C -4.96 -0.74 -0.58
O -4.63 -1.96 0.07
H 3.58 1.82 0.66
H 4.46 1.22 -0.76
H 3.18 2.40 -0.95
H 2.85 -0.44 -1.08
H 2.86 -0.44 1.24
H 1.34 1.19 -2.16
H 0.73 1.69 -0.60
H 0.48 -1.73 -1.81
H -0.73 -0.87 0.07
H -1.28 -0.14 -3.41
H -1.70 1.10 -2.26
H -2.72 -1.71 -1.71
H -3.50 -0.81 -2.99
H -4.03 1.02 -1.40
H -3.10 0.23 -0.14
H -5.60 -0.11 0.06
H -5.55 -1.03 -1.45
H -4.04 -1.77 0.81
*
```

| no. | highest occupied orbital energy (Eh) |
| --- | --- |
| 1 | -0.4852 |
| 2 | -0.3527 |